DFT (the ωB97M-V functional and the def2-TZVPD basis) results for a structure of composition C32H79BIN8NbO8P.

The geometry in XYZ format:
```
131
Properties=species:S:1:pos:R:3:mulliken_charge:R:1
C -0.568 6.462 1.145 -1.189
C 0.860 5.917 1.234 0.190
C 1.591 5.818 -0.114 -1.239
C 1.453 4.474 -0.847 0.286
C 2.022 3.260 -0.096 -1.075
Nb 1.142 1.172 0.012 -1.872
O 1.790 0.824 1.877 -0.846
C 0.356 1.317 -2.069 0.234
C 0.658 0.312 -3.197 -0.315
C -0.372 0.295 -4.363 -0.075
C -1.239 1.555 -4.455 -1.142
C 2.811 -0.212 -0.627 -1.225
C 2.978 -1.641 -0.073 -0.199
C 2.321 -2.692 -0.945 -0.591
I 2.583 -4.644 -0.073 -0.137
P -0.954 2.580 0.789 0.450
N -0.826 3.095 2.316 -0.620
B -0.576 -0.393 0.435 1.025
O -0.214 -1.449 1.256 0.046
N -1.953 -0.409 -0.110 0.201
C -2.117 -1.408 -1.171 -0.845
C -2.922 -0.528 0.977 -1.202
H -0.852 6.972 2.069 0.365
H -1.294 5.661 0.987 0.171
H -0.664 7.190 0.330 0.334
H 0.830 4.948 1.738 -0.069
H 1.440 6.581 1.886 0.396
H 2.659 6.018 0.034 0.345
H 1.191 6.604 -0.769 0.394
H 2.000 4.579 -1.793 0.537
H 0.410 4.325 -1.141 -0.352
H 2.193 3.545 0.950 0.723
H 3.006 2.981 -0.511 0.522
H 2.541 0.220 1.919 0.186
H 0.602 2.326 -2.428 0.534
H -0.733 1.308 -1.893 0.066
H 1.650 0.538 -3.608 0.423
H 0.741 -0.700 -2.787 -0.316
H -1.005 -0.592 -4.269 0.206
H 0.165 0.169 -5.312 0.113
H -2.113 1.484 -3.803 0.306
H -0.676 2.456 -4.220 0.174
H -1.625 1.684 -5.474 0.448
H 3.673 0.365 -0.244 0.644
H 2.937 -0.251 -1.716 0.407
H 4.047 -1.892 -0.041 0.493
H 2.630 -1.742 0.962 0.129
H 1.254 -2.566 -1.115 -0.195
H 2.815 -2.763 -1.912 0.547
H -1.195 3.675 -0.095 -0.310
H -2.198 1.946 0.597 -0.145
H 0.044 2.731 2.697 0.138
H 0.355 -1.126 1.969 0.076
H -2.390 -0.946 -2.129 -0.012
H -2.911 -2.118 -0.913 0.382
H -1.211 -1.996 -1.353 0.334
H -3.792 0.117 0.800 0.342
H -2.483 -0.198 1.923 0.372
H -3.280 -1.558 1.114 0.380
C -0.201 -4.651 -3.368 0.051
O -0.220 -3.453 -3.162 -0.666
N -0.146 -5.197 -4.598 0.247
C -0.099 -6.620 -4.821 -0.944
C -0.135 -4.270 -5.721 -0.992
H -0.220 -5.385 -2.545 0.301
H 0.814 -6.906 -5.350 0.329
H -0.955 -6.957 -5.410 0.328
H -0.114 -7.133 -3.860 0.307
H 0.723 -3.602 -5.632 0.261
H -1.034 -3.655 -5.716 0.272
H -0.082 -4.813 -6.660 0.453
C -0.018 -5.717 5.112 0.091
O -0.690 -6.194 6.017 -0.657
N -0.025 -4.428 4.756 0.273
C 0.799 -3.918 3.678 -0.728
C -0.878 -3.509 5.489 -0.937
H 0.671 -6.329 4.508 0.274
H 1.495 -3.166 4.054 0.282
H 0.182 -3.478 2.892 0.348
H 1.373 -4.732 3.240 0.135
H -0.602 -3.494 6.544 0.245
H -1.924 -3.807 5.413 0.337
H -0.756 -2.512 5.071 0.344
C 1.661 -5.447 8.174 0.444
O 2.186 -4.451 7.708 -0.652
N 1.857 -5.870 9.443 0.079
C 1.205 -7.054 9.954 -0.903
C 2.740 -5.105 10.300 -0.943
H 0.976 -6.085 7.599 0.051
H 0.564 -6.817 10.807 0.327
H 1.934 -7.804 10.270 0.326
H 0.584 -7.481 9.168 0.313
H 2.383 -4.080 10.413 0.285
H 3.745 -5.057 9.880 0.290
H 2.780 -5.581 11.278 0.374
C -1.634 5.488 -3.773 0.266
O -0.858 4.851 -4.454 -0.622
N -2.976 5.455 -3.925 0.122
C -3.865 6.211 -3.075 -0.948
C -3.522 4.610 -4.971 -0.745
H -1.307 6.136 -2.943 0.173
H -4.543 5.553 -2.527 0.348
H -4.463 6.919 -3.655 0.356
H -3.275 6.771 -2.350 0.283
H -3.231 3.570 -4.818 0.123
H -3.152 4.917 -5.950 0.278
H -4.608 4.690 -4.953 0.397
C -1.243 5.237 6.636 0.098
O -1.594 5.862 7.625 -0.630
N -0.266 4.313 6.636 0.168
C 0.119 3.595 5.435 -0.860
C 0.416 4.038 7.885 -0.989
H -1.702 5.376 5.646 0.315
H -0.022 2.520 5.564 0.360
H 1.169 3.780 5.194 0.348
H -0.490 3.912 4.589 0.258
H -0.286 3.686 8.644 0.292
H 0.896 4.937 8.275 0.288
H 1.169 3.273 7.707 0.386
C 0.051 -2.717 -9.315 0.109
O -0.633 -3.359 -8.541 -0.574
N 0.097 -1.370 -9.330 0.160
C 0.925 -0.635 -10.257 -0.919
C -0.713 -0.646 -8.361 -0.761
H 0.708 -3.186 -10.066 0.279
H 1.658 -0.022 -9.728 0.336
H 0.322 0.020 -10.890 0.328
H 1.459 -1.337 -10.896 0.291
H -0.437 -0.916 -7.341 0.096
H -1.770 -0.878 -8.492 0.293
H -0.556 0.421 -8.502 0.408
```

As for the net charge: -1. The value obtained for the gap between HOMO and LUMO is 0.23604 hartree. Its LUMO energy is 1.96 eV.

***

DFT (the ωB97M-V functional and the def2-TZVPD basis) results for a cluster of 3 separate species, C4H15NO3 in total.

The geometry in XYZ format:
```
23
Properties=species:S:1:pos:R:3:mulliken_charge:R:1
C -0.795 1.826 -0.281 -1.044
N -0.617 0.408 -0.258 -0.158
C 0.122 -0.080 0.884 0.368
C 0.238 -1.626 0.950 -1.620
C -0.255 0.352 2.247 -0.364
O 0.700 0.777 3.195 -0.511
H 0.180 2.519 -0.152 0.243
H -1.498 2.065 0.468 0.429
H -1.011 2.321 -1.295 0.292
H -1.537 -0.035 -0.356 0.266
H 1.231 0.260 0.584 0.291
H -0.754 -1.861 1.333 0.448
H 0.815 -1.928 1.823 0.418
H 0.494 -2.101 0.018 0.240
H -1.034 1.178 2.146 0.194
H -0.714 -0.497 2.879 0.229
H 1.250 1.488 2.720 0.310
O -0.827 -2.288 -3.412 -0.634
H -0.137 -2.418 -2.825 0.303
H -0.788 -1.289 -3.575 0.333
O 1.744 0.048 -2.637 -0.654
H 1.569 -0.047 -1.598 0.325
H 1.625 0.929 -2.858 0.295
```

Its SMILES is CN[C@H](C)CO.O.O. The calculation puts the relative energy (zero: lowest compared OMol25 entry of this formula, charge and spin) at 61.2 kcal per mole. The value obtained for the gap between HOMO and LUMO is 0.36572 hartree. Its LUMO energy is 0.53 eV.

***

DFT (the ωB97M-V functional and the def2-TZVPD basis) results for a structure of composition C9H24Cl2EuN5OP2.

The geometry in XYZ format:
```
44
Properties=species:S:1:pos:R:3:mulliken_charge:R:1
C 1.401 -0.105 -4.815 -0.844
C 1.416 -0.238 -3.362 0.853
H 2.458 -0.125 -5.188 0.361
H 0.840 0.850 -5.025 0.383
H 0.784 -0.948 -5.239 0.372
O 2.036 -0.344 -2.358 -0.287
Cl -1.049 0.666 -3.129 -0.299
Eu -0.190 -0.147 -0.957 0.630
P -0.105 2.929 -0.355 0.772
C 0.932 3.984 0.709 -1.223
C -0.005 3.860 -1.932 -1.129
H -0.271 4.907 -1.736 0.394
H -1.951 4.483 0.028 0.429
H -0.667 3.425 -2.689 0.358
H -2.518 2.797 -0.220 0.351
H 1.980 3.873 0.415 0.375
H 1.027 3.808 -2.309 0.337
C -1.758 3.431 0.254 -1.214
H 0.641 5.040 0.628 0.386
H -1.802 3.267 1.325 0.373
H 0.836 3.655 1.749 0.342
P 0.263 -3.006 0.127 0.675
C 1.373 -4.004 1.224 -1.195
C -1.329 -3.704 0.776 -1.124
H -0.298 -3.631 -2.149 0.349
H 0.165 -5.065 -1.169 0.407
H 1.425 -3.939 -1.782 0.361
C 0.400 -4.018 -1.398 -1.185
H -2.148 -3.172 0.260 0.292
H -1.369 -4.790 0.594 0.452
H 1.131 -5.079 1.137 0.371
H 1.227 -3.671 2.264 0.353
H -1.390 -3.490 1.848 0.366
H 2.415 -3.825 0.927 0.380
Cl -2.781 -0.824 -0.574 -0.435
N 0.341 1.035 5.014 -0.621
N 0.002 0.388 3.824 1.099
N -1.277 -0.026 3.709 -0.697
C -1.383 -0.168 2.384 -0.303
N -0.281 0.197 1.712 0.331
N 0.614 0.634 2.646 -0.691
H 1.347 0.972 5.156 0.291
H -0.211 0.663 5.789 0.319
H -2.271 -0.546 1.886 0.486
```

As for the net charge: +2. As for the multiplicity: 7. The calculation puts the relative energy (zero: lowest compared OMol25 entry of this formula, charge and spin) at 21.2 kcal per mole. The value obtained for the gap between HOMO and LUMO (spin up / spin down) is 0.21178 / 0.21175 hartree. Its LUMO energy (spin up / spin down) is -9.52 / -9.54 eV.

***

In order of appearance, maximum force = 1.52 5.15 4.68 eV/A.